Entry from the OMol25 dataset: a cluster of 3 separate species, C35H33NO9PS in total (ωB97M-V with the def2-TZVPD basis set).

```
80
Properties=species:S:1:pos:R:3:forces:R:3
C 6.88266 -3.26071 0.35606 0.24 0.24 0.16
C 6.58428 -4.51519 1.12876 0.08 0.03 -0.60
O 6.57264 -4.52985 2.32634 -0.30 0.07 0.68
N 6.28276 -5.67246 0.35723 0.46 -0.18 0.59
C 7.38618 -5.97544 -0.59016 -0.41 0.33 -0.14
C 6.01702 -6.83856 1.21339 -0.05 -0.48 -0.25
C 5.07845 -7.87018 0.55242 0.45 0.08 0.05
C 4.13014 -7.31987 -0.50210 -0.02 -0.29 0.22
C 3.18784 -6.24056 0.04052 -0.62 -0.32 -0.63
S 3.70542 -4.55324 -0.35462 0.52 0.37 0.76
O 4.44494 -4.56158 -1.76077 -0.03 -0.44 -0.15
P 1.83654 -3.71149 -1.07835 -0.19 0.08 -0.90
O 1.67080 -4.23539 -2.42735 0.04 -0.31 0.19
O 2.16436 -2.18897 -0.92182 -0.18 -0.09 0.54
O 0.70028 -4.13124 -0.07553 0.32 -0.12 0.35
H 7.08241 -2.47149 1.07615 -0.05 0.00 0.01
H 7.76758 -3.36482 -0.26949 -0.08 -0.04 -0.13
H 6.03632 -2.96334 -0.26152 0.06 -0.05 -0.16
H 7.34452 -5.30175 -1.44298 0.01 -0.10 -0.09
H 8.35281 -5.85891 -0.09557 0.06 -0.13 -0.02
H 7.28901 -7.00370 -0.92701 -0.04 0.01 -0.11
H 6.95939 -7.34814 1.43273 0.02 0.08 0.19
H 5.62453 -6.51936 2.17252 -0.09 0.24 -0.08
H 4.51511 -8.34895 1.35575 -0.11 -0.06 -0.09
H 5.66713 -8.66576 0.09316 -0.03 0.01 -0.07
H 4.67615 -6.98434 -1.38407 0.04 0.14 0.07
H 3.50177 -8.14032 -0.85112 -0.07 0.05 0.00
H 2.18937 -6.35924 -0.38489 0.04 -0.01 -0.05
H 3.07817 -6.30062 1.12432 0.22 0.27 0.06
H 3.93606 -5.07224 -2.42292 -0.12 0.34 -0.13
H 1.37341 -1.61701 -0.88847 0.11 0.13 -0.19
H 0.82597 -3.89638 0.85714 -0.20 0.13 -0.05
C -3.53408 4.93326 -3.54106 0.02 0.00 -0.02
C -2.47416 4.88173 -4.43959 -0.02 -0.01 0.02
C -1.70709 3.73392 -4.54910 -0.01 0.08 -0.04
C -1.99328 2.63302 -3.75245 -0.02 -0.07 0.04
C -3.05136 2.68969 -2.83924 0.06 -0.05 -0.01
C -3.82369 3.84075 -2.74150 -0.02 0.06 0.01
C -3.35718 1.54267 -1.94490 -0.06 0.16 0.00
O -4.27703 1.58365 -1.15813 -0.03 -0.13 0.08
C -2.48308 0.33150 -2.03377 0.02 0.02 -0.04
C -2.71306 -0.73206 -1.16843 0.02 -0.08 0.04
C -1.92216 -1.86479 -1.24350 0.04 -0.01 0.02
C -0.90559 -1.94159 -2.19396 0.09 0.14 0.16
C -0.67017 -0.88203 -3.05496 0.10 -0.09 0.06
C -1.45463 0.26168 -2.97132 -0.06 0.06 0.02
C -1.16436 1.40698 -3.89089 0.03 0.05 -0.06
O -0.27315 1.32328 -4.70724 0.02 -0.01 0.02
H -4.13331 5.82996 -3.46021 0.00 0.01 0.01
H -2.24608 5.74103 -5.05574 -0.01 0.00 -0.01
H -0.88283 3.68316 -5.24673 0.01 -0.06 0.00
H -4.64143 3.87750 -2.03508 0.02 -0.02 0.04
H -3.51179 -0.65907 -0.44338 -0.03 0.06 -0.03
H -2.10125 -2.69365 -0.57003 -0.02 -0.02 -0.02
H -0.28385 -2.82487 -2.26351 -0.25 -0.10 -0.21
H 0.11781 -0.93010 -3.79508 -0.02 0.06 -0.04
C -4.13201 1.96396 3.51362 0.00 0.02 -0.03
C -4.62101 2.03961 2.21351 0.03 -0.01 0.06
C -4.76790 3.27094 1.59903 -0.02 -0.12 -0.07
C -4.42947 4.43125 2.28127 0.00 0.07 0.02
C -3.95380 4.35718 3.59152 -0.01 0.06 -0.03
C -3.79963 3.11913 4.20192 0.00 -0.10 0.00
C -3.62083 5.59185 4.35985 0.03 0.00 0.05
O -3.19960 5.52692 5.49450 0.00 0.00 0.00
C -3.82855 6.90587 3.68597 -0.03 -0.06 -0.05
C -3.57529 8.07295 4.39519 0.01 0.10 0.02
C -3.74909 9.30354 3.78539 0.00 -0.01 -0.02
C -4.16951 9.37454 2.46179 0.01 -0.01 0.02
C -4.42698 8.21501 1.75079 0.00 0.10 0.00
C -4.26517 6.97738 2.36069 0.00 -0.06 0.04
C -4.57507 5.74284 1.58570 0.00 0.01 -0.06
O -4.93303 5.79953 0.42722 0.02 0.00 -0.01
H -4.01489 1.00069 3.99317 -0.01 0.00 0.01
H -4.88954 1.13997 1.67572 0.00 0.00 -0.02
H -5.14307 3.33581 0.58788 0.02 0.04 -0.01
H -3.42339 3.07391 5.21456 -0.01 0.07 0.02
H -3.24548 8.00557 5.42253 0.01 -0.07 0.00
H -3.55600 10.21153 4.34090 0.00 0.01 0.00
H -4.29942 10.33767 1.98651 0.00 0.01 0.00
H -4.75857 8.25785 0.72275 -0.02 -0.06 -0.01
```
Positions in Å, forces in eV/Å.

**Gap between HOMO and LUMO**: 7.04 eV
**Calculated total energy**: -2824.8599 hartree
**Total charge**: +1
**2S+1**: 1

Entry from the OMol25 dataset: the molecule C4H8N2O2 (ωB97M-V with the def2-TZVPD basis set).

```
16
Properties=species:S:1:pos:R:3:forces:R:3
O 2.99849 -0.95261 -0.12195 0.16 0.16 -0.58
C 2.56173 -0.18111 0.69397 -0.55 -0.67 0.75
N 1.28731 -0.26951 1.18971 -1.32 0.74 0.05
C 0.21129 -0.86570 0.38593 1.77 -0.95 -0.56
C -0.15749 -0.03890 -0.85280 -1.05 0.43 0.64
N -1.25514 0.88235 -0.51487 0.22 -0.07 -0.35
C -2.58180 0.65227 -0.63574 -0.33 -0.39 0.04
O -3.44431 1.35448 -0.15295 0.10 0.03 -0.13
H 3.16551 0.58128 1.18949 0.20 0.23 0.12
H 0.93956 0.42420 1.83958 0.62 0.11 -0.06
H 0.62782 -1.83366 0.08351 -0.23 0.11 -0.21
H -0.67140 -1.08980 0.97452 0.00 0.28 0.26
H -0.45130 -0.72703 -1.64496 -0.22 0.23 -0.10
H 0.62921 0.61413 -1.22435 0.42 -0.48 0.05
H -1.02201 1.71438 0.00713 -0.01 0.00 -0.01
H -2.83748 -0.26477 -1.21620 0.25 0.25 0.11
```
Positions in Å, forces in eV/Å.

**SMILES**: O=CNCCNC=O
**Gap between HOMO and LUMO**: 10.46 eV
**Calculated total energy**: -417.2164 hartree
**2S+1**: 1

Entry from the OMol25 dataset: a structure of composition C2H2FLiLuO2 (ωB97M-V with the def2-TZVPD basis set).

```
9
Properties=species:S:1:pos:R:3:forces:R:3
F 1.26831 0.92880 1.14732 -0.95 -0.85 -1.08
C 0.53241 -0.00714 0.33296 -0.13 -0.85 2.41
C 1.26715 -0.21193 -0.91056 1.22 1.74 0.25
H 0.94019 0.38869 -1.76835 -0.40 -0.70 -0.04
H 2.36576 -0.10642 -0.82483 -0.50 -0.78 0.03
O 0.95759 -1.43166 1.35584 -5.13 -1.26 -2.60
O -0.15377 -2.40693 1.17716 3.83 3.72 0.60
Li -5.12302 2.07909 -0.74091 0.07 -0.02 -0.01
Lu -2.05464 0.76751 0.23138 2.00 -1.01 0.44
```
Positions in Å, forces in eV/Å.

**Gap between HOMO and LUMO (spin up / spin down)**: 6.11 / 6.13 eV
**Calculated total energy**: -1570.1467 hartree
**Total charge**: +1
**2S+1**: 1